{
  "formula": "C5H9NO2",
  "method": "ωB97M-V with the def2-TZVPD basis set",
  "s2": 2.017,
  "homo_energy_ev": [-5.45, -9.20],
  "spin_multiplicity": 3,
  "homo_lumo_gap_ev": [6.177, 5.990],
  "symbols": ["C", "C", "C", "C", "C", "N", "O", "O", "H", "H", "H", "H", "H", "H", "H", "H", "H"],
  "xyz": [[-2.07316, -0.12977, -1.11476], [-1.72648, 0.45669, -0.02647], [-0.30964, 0.48509, 0.47925], [-0.21452, 1.00931, 1.86207], [1.97951, -0.04408, 0.19039], [0.58105, 0.01656, -0.27932], [2.58676, -0.95717, -0.71775], [2.58602, 1.16283, 0.00097], [-3.15260, -0.30262, -1.14954], [-1.27864, -0.43296, -1.80662], [-2.50421, 1.05818, 0.54193], [-1.13481, 1.23573, 2.28948], [0.30246, 0.27215, 2.55018], [0.39641, 1.93294, 1.83125], [2.00901, -0.34583, 1.32781], [2.19351, -0.79494, -1.51686], [3.14994, 1.01568, -0.73288]]
}